4 unconnected molecules or ions with the total composition C2H12NO3. Source: the OMol25 dataset; level of theory: ωB97M-V/def2-TZVPD.

```
18
Properties=species:S:1:pos:R:3:nbo_charge:R:1
C -1.10 0.54 -0.66 -0.43
C -0.26 -1.69 -0.68 0.12
N -0.98 -0.83 -0.08 -0.43
H -0.30 0.75 -1.48 0.24
H -0.71 1.36 0.18 0.25
H -2.10 0.60 -0.88 0.26
H 0.59 -1.35 -1.45 0.24
H -0.27 -2.79 -0.59 0.26
H -1.74 -1.03 0.77 0.49
H 4.48 5.58 1.59 0.48
H 4.33 4.86 3.00 0.47
O 3.81 5.12 2.23 -0.95
H -4.76 -0.06 0.00 0.49
H -4.40 1.35 0.11 0.49
O -3.97 0.51 -0.06 -0.97
H 2.17 -5.04 -0.84 0.49
H 2.96 -3.67 -0.81 0.48
O 2.25 -4.21 -0.36 -0.96
```

Properties
LUMO level = -4.66 eV
Gap between HOMO and LUMO = 8.56 eV
F_max = 6.3 eV Å⁻¹
Charge = +1
HOMO energy = -13.2 eV